<1>
ORCA calculation (ωB97M-V/def2-TZVPD) on a single C4H7NOS2 molecule.

Structure (XYZ):
```
15
C4H7NOS2 (ωB97M-V/def2-TZVPD)
C 0.643 -0.003 -1.220
C 0.380 0.190 0.254
C -0.568 1.350 0.614
C -0.712 -0.702 0.801
H 0.195 -2.330 -1.373
H -0.276 0.166 -1.842
H 1.296 0.757 -1.641
H 2.119 -0.522 0.711
H -0.816 2.009 -0.246
H -0.169 1.907 1.456
H -2.525 0.404 1.210
N -1.567 0.347 0.883
O 1.598 0.279 0.975
S 1.290 -1.586 -1.794
S -0.887 -2.266 1.213
```

Calculated values
- SMILES: O[C@]1(CS)CNC1=S

***

<2>
ORCA calculation (ωB97M-V/def2-TZVPD) on a single C4H7NOS2 molecule.

Structure (XYZ):
```
15
C4H7NOS2 (ωB97M-V/def2-TZVPD)
C -1.240 1.086 -1.004
C -0.884 0.526 0.371
C -0.528 -0.955 0.336
C 0.717 -1.368 1.071
H -1.535 2.113 -0.909
H -0.365 1.005 -1.649
H -2.077 0.505 -1.417
H -1.764 0.607 1.006
H 0.873 1.406 0.415
H 0.558 -1.862 2.034
H 3.495 -0.462 -0.730
N 1.921 -1.262 0.672
O 0.089 1.294 1.031
S -1.432 -2.102 -0.367
S 2.172 -0.531 -0.860
```

Calculated values
- SMILES: C[C@H](O)C(=S)/C=N\S

***

Stability ranking, top and bottom: <1> is the most stable and <2> is the least stable.

***

<1>
ORCA calculation (ωB97M-V/def2-TZVPD) on a single C4H7NOS2 molecule.

Structure (XYZ):
```
15
C4H7NOS2 (ωB97M-V/def2-TZVPD)
C 1.421 1.202 -0.198
C 0.142 0.453 -0.452
C -0.945 0.472 0.666
C 0.305 -1.045 -0.213
H 1.753 1.041 0.829
H 1.215 2.279 -0.322
H 2.178 0.921 -0.877
H 0.124 0.281 -2.405
H -1.948 0.731 0.286
H -0.786 0.956 1.645
H -2.187 -2.647 1.056
N -0.614 -0.963 0.804
O -0.418 0.705 -1.727
S -1.287 -2.103 1.880
S 1.048 -2.283 -0.971
```

Calculated values
- SMILES: C[C@]1(O)CN(S)C1=S

***

<2>
ORCA calculation (ωB97M-V/def2-TZVPD) on a single C4H7NOS2 molecule.

Structure (XYZ):
```
15
C4H7NOS2 (ωB97M-V/def2-TZVPD)
C -2.017 -0.541 -0.379
C 0.136 -1.713 0.717
C 1.604 0.475 -0.452
C 2.626 1.309 -0.714
H -2.440 1.952 1.102
H -2.916 -0.537 -0.994
H 0.290 -2.767 0.947
H -0.322 -1.242 1.608
H 0.556 0.654 -0.797
H 2.368 2.193 -1.259
H 3.589 1.166 -0.278
N -1.681 0.421 0.367
O -2.667 1.411 0.351
S -0.896 -1.850 -0.774
S 1.771 -0.931 0.556
```

Calculated values
- SMILES: C=CSCS/C=N/O

***

<3>
ORCA calculation (ωB97M-V/def2-TZVPD) on a molecular structure, C4H7NOS2.

Structure (XYZ):
```
15
C4H7NOS2 (ωB97M-V/def2-TZVPD)
C 1.191 -1.159 0.719
C 0.559 0.173 1.194
C -0.670 0.767 -0.960
C -1.096 -0.758 -0.935
H 1.080 -1.496 -0.383
H 0.479 -2.024 1.334
H 2.251 -1.343 1.044
H -0.095 3.382 -0.225
H -0.250 -1.852 0.168
H -2.751 -0.577 -0.541
H -0.688 -1.176 -2.590
N -0.190 1.035 0.267
O 0.771 0.673 2.312
S 0.393 2.589 0.893
S -0.982 1.766 -2.298
```

***

Stability ranking, top and bottom: <1> is the most stable and <3> is the least stable.

***

<1>
ORCA calculation (ωB97M-V/def2-TZVPD) on a molecular structure, C4H4FNS.

Structure (XYZ):
```
11
C4H4FNS (ωB97M-V/def2-TZVPD)
C -0.814 0.398 -0.087
C 0.257 1.398 -0.203
C 0.990 -0.877 -0.340
C -0.294 -0.867 0.034
H -2.506 -0.535 1.802
H 0.279 2.419 -0.447
H 2.398 0.603 -0.513
H 1.724 -1.560 -0.484
N 1.395 0.462 -0.466
F -0.932 -2.081 0.156
S -2.497 0.640 0.549
```

***

<2>
ORCA calculation (ωB97M-V/def2-TZVPD) on a molecular structure, C4H4FNS.

Structure (XYZ):
```
11
C4H4FNS (ωB97M-V/def2-TZVPD)
C -0.846 -0.232 0.068
C -0.168 0.947 -0.023
C 1.364 -0.560 -0.339
C 0.170 -1.220 -0.100
H -2.913 0.840 0.907
H -0.777 1.891 -0.489
H 1.931 1.352 0.228
H 0.011 -2.244 -0.230
N 1.082 0.659 -0.162
F 2.746 -0.835 0.186
S -2.599 -0.597 -0.047
```

***

<3>
ORCA calculation (ωB97M-V/def2-TZVPD) on a single C4H4FNS molecule.

Structure (XYZ):
```
11
C4H4FNS (ωB97M-V/def2-TZVPD)
C 0.598 1.518 -0.225
C -0.342 -1.160 -1.275
C 0.169 1.631 0.985
C 0.010 -1.828 -0.193
N -0.208 1.286 2.085
F -0.010 -3.256 -0.113
S -0.085 0.673 -1.633
H 1.379 2.230 -0.614
H -0.672 -1.585 -2.199
H -1.003 1.924 2.411
H 0.164 -1.433 0.771
```

Calculated values
- SMILES: N=C=CS/C=C/F

***

Stability ranking, top and bottom: <1> is the most stable and <2> is the least stable.

***

<1>
ORCA calculation (ωB97M-V/def2-TZVPD) on 2 unconnected molecules or ions with the total composition C8H19N.

Structure (XYZ):
```
28
C8H19N (ωB97M-V/def2-TZVPD)
C -1.580 -0.345 -0.122
C -2.870 -1.118 0.177
C -1.705 0.341 -1.492
C -1.394 0.733 0.958
H 1.227 0.116 -0.227
H -2.515 1.081 -1.493
H -0.562 1.400 0.719
H -3.742 -0.454 0.145
H -2.841 -1.564 1.178
H -3.039 -1.924 -0.546
H -1.922 -0.383 -2.286
H -0.782 0.866 -1.763
H -2.282 1.374 1.027
H -1.219 0.304 1.949
C 2.579 0.897 1.162
C 2.771 1.108 -1.229
N 1.869 0.965 -0.103
C -0.401 -1.408 -0.191
C 0.272 -1.926 0.844
H -0.290 -1.892 -1.161
H 3.122 1.827 1.359
H 3.285 0.059 1.193
H 1.862 0.759 1.979
H 2.210 0.996 -2.163
H 3.570 0.358 -1.222
H 3.224 2.105 -1.233
H 0.211 -1.508 1.843
H 0.942 -2.768 0.695
```

Calculated values
- SMILES: C=CC(C)(C)C.CNC

***

<2>
ORCA calculation (ωB97M-V/def2-TZVPD) on 3 unconnected molecules or ions with the total composition C8H19N.

Structure (XYZ):
```
28
C8H19N (ωB97M-V/def2-TZVPD)
C 0.677 -0.553 -0.292
C 0.428 0.261 0.803
C -1.763 0.382 0.043
C 2.611 -0.464 1.455
C 1.215 0.016 -1.569
C 0.752 1.732 0.817
C -2.435 -0.908 0.414
C -2.030 0.860 -1.358
N 0.445 -1.873 -0.276
H 0.053 -0.198 1.703
H -1.924 1.161 0.788
H 0.725 -2.451 -1.048
H 0.224 -2.336 0.589
H 2.271 0.251 -1.431
H 1.118 -0.686 -2.399
H 2.442 -1.466 1.849
H 3.383 -0.455 0.685
H 2.813 0.262 2.241
H 0.694 0.934 -1.830
H 0.726 2.105 1.840
H 1.752 1.920 0.429
H 0.037 2.314 0.232
H -2.186 -1.710 -0.289
H -2.155 -1.244 1.419
H -3.101 1.068 -1.531
H -3.534 -0.822 0.410
H -1.496 1.786 -1.591
H -1.741 0.111 -2.103
```

***

Stability ranking, top and bottom: <1> is the most stable and <2> is the least stable.